No. 1
# C72H168N6O21

A cluster of 15 separate species, C72H168N6O21 in total at a distorted geometry (ωB97M-V with the def2-TZVPD basis set, the OMol25 dataset).

Highest occupied orbital energy   -8.161 eV
Kohn-Sham gap   0.317 Ha
Energy above the lowest of the compared OMol25 structures with the same formula, charge and spin   0.0 kJ/mol
E   -4752.2455 Ha
Strongest force on any atom   3.587 eV/Å

The geometry in ORCA input format:
```
! RIJCOSX wB97M-V def2-TZVPD def2/J DEFGRID3
* xyz 0 1
C 0.4135 -1.4089 7.0259
C -0.9393 -0.8912 6.6497
O -0.8391 -0.0390 5.4403
O 1.3782 -0.3648 7.1461
H 0.7593 -2.0858 6.2455
H 0.3276 -1.9836 7.9075
H -1.4031 -0.3054 7.4328
H -1.6558 -1.6842 6.3888
H -0.5304 -0.4931 4.6430
H 1.5377 -0.0084 6.2466
C -5.3176 -0.7272 5.8194
C -4.4768 0.1480 4.8354
O -3.5169 -0.7814 4.2628
O -5.7720 -1.8409 5.1502
H -6.2299 -0.1727 6.1041
H -4.6975 -0.9910 6.7154
H -3.9437 0.9620 5.3482
H -5.1876 0.4358 4.0309
H -2.5793 -0.5744 4.5131
H -4.9689 -2.3002 4.9179
C -4.8192 -3.5514 0.9891
C -5.8064 -4.1257 1.9855
O -5.4567 -3.9117 3.3390
O -3.5500 -4.2858 1.0548
H -4.6860 -2.4779 1.0154
H -5.0887 -3.8291 0.0086
H -5.9581 -5.1849 1.7634
H -6.8450 -3.8217 1.9279
H -5.9958 -3.2035 3.6898
H -3.0224 -3.9403 1.8119
C -1.6810 -4.4739 4.3534
C -2.7697 -5.4284 4.8988
O -3.6392 -4.7180 5.7157
O -2.0712 -3.5029 3.3992
H -0.8698 -4.9532 3.8006
H -1.2963 -3.9368 5.2499
H -2.2476 -6.1637 5.5561
H -3.3059 -5.9173 4.0603
H -4.4950 -4.6143 5.3098
H -2.7598 -2.9340 3.8606
C -3.7366 -6.0259 -2.4088
C -3.6335 -4.5548 -2.3239
O -2.5247 -4.1507 -1.4771
O -3.9633 -6.6512 -1.1523
H -2.8039 -6.3679 -2.8733
H -4.6148 -6.2721 -3.0541
H -4.5053 -4.0407 -1.8633
H -3.4515 -4.0876 -3.2740
H -2.7793 -4.2470 -0.5588
H -3.2068 -6.6256 -0.5635
C 4.6231 -1.5195 3.3977
C 3.2587 -1.8886 3.9147
O 2.4577 -2.3195 2.7990
O 4.5744 -0.3296 2.6028
H 4.9832 -2.3779 2.8132
H 5.3323 -1.3746 4.2308
H 2.7020 -1.1134 4.5143
H 3.3865 -2.8187 4.4413
H 1.8477 -1.6353 2.5160
H 4.1126 -0.6557 1.7906
C -3.6219 3.5966 2.9239
C -2.9073 3.8353 4.2100
O -1.7917 3.0324 4.3543
H -3.0707 3.9292 2.0206
H -4.6351 4.0143 2.9202
H -3.6219 2.5284 2.7890
H -3.6138 3.6954 5.0721
H -2.5754 4.8532 4.2200
H -2.0259 2.1186 4.5526
C 3.8746 -2.2927 -2.2159
C 3.5675 -3.1164 -0.9750
O 3.7099 -2.2990 0.1693
H 3.1281 -1.5023 -2.3661
H 3.8876 -2.8081 -3.1501
H 4.8364 -1.8203 -2.0331
H 4.2124 -3.9887 -0.9578
H 2.5904 -3.5210 -1.0289
H 3.1122 -2.5663 0.8443
C 1.2369 -3.4513 -4.7825
C 0.5446 -3.6981 -3.4788
O -0.7201 -3.1360 -3.5801
H 2.2390 -3.7713 -4.7655
H 1.2463 -2.3979 -5.1364
H 0.7242 -3.9918 -5.5687
H 1.1031 -3.2272 -2.7125
H 0.6099 -4.7647 -3.3348
H -1.3007 -3.2977 -2.8178
C 5.3442 4.9629 4.3379
C 4.1267 4.3059 3.6385
C 3.2889 5.3261 2.9028
C 3.8074 5.6942 1.5090
C 4.2069 4.3983 0.7400
C 5.0667 3.4383 1.5801
N 4.3424 3.1152 2.7891
O 5.0401 2.1828 3.5720
C 5.0125 2.1136 0.7369
C 6.5492 3.8980 1.5558
C 3.2494 3.8249 4.8473
H 6.2562 4.3027 4.3411
H 5.0805 5.0985 5.3790
H 5.6342 5.8888 3.9626
H 2.2892 4.9462 2.8224
H 3.1491 6.1529 3.6354
H 4.5543 6.4590 1.5546
H 3.0276 6.2660 1.0175
H 4.6973 4.6306 -0.2057
H 3.2647 3.9138 0.5551
H 5.5060 2.4519 -0.1879
H 5.5197 1.2829 1.1926
H 3.9863 1.8290 0.5056
H 6.5734 5.0130 1.5558
H 7.1008 3.5274 2.3899
H 7.0960 3.7020 0.6066
H 3.8473 3.1873 5.4630
H 2.4075 3.1504 4.5503
H 2.8156 4.6520 5.3570
H 4.7709 1.3155 3.1938
C 1.5974 7.5581 -3.4785
C 0.3016 7.3472 -2.6477
C -0.8478 6.7028 -3.4377
C -2.0800 6.2844 -2.5386
C -1.6324 5.2882 -1.4383
C -0.5257 5.8979 -0.5848
N 0.5224 6.3614 -1.5805
O 1.6460 6.8216 -0.7452
C -1.0227 6.9788 0.3437
C 0.1656 4.7590 0.2380
C -0.0997 8.7940 -2.1220
H 2.3583 8.0438 -2.8476
H 1.5768 8.1064 -4.4130
H 1.7879 6.5325 -3.7172
H -1.1979 7.4871 -4.1315
H -0.4136 5.8118 -3.9496
H -2.7422 5.7440 -3.1568
H -2.5775 7.1326 -2.1248
H -1.2729 4.3496 -1.7868
H -2.5037 5.0287 -0.7606
H -0.0976 7.4749 0.6617
H -1.7776 7.5960 -0.0097
H -1.4643 6.4779 1.2053
H -0.6414 4.1154 0.6638
H 0.7665 4.1286 -0.3641
H 0.7460 5.1034 1.1475
H -0.2831 9.4221 -3.0555
H 0.6516 9.2675 -1.5039
H -1.0191 8.6824 -1.6220
H 2.4008 6.2961 -1.0869
C -2.0469 -0.9699 0.3522
C -0.5752 -1.3131 0.4728
C 0.2477 -0.7915 -0.7349
C 0.4138 0.6753 -0.7510
C 0.9258 1.1569 0.6147
C 0.1356 0.6882 1.8292
N 0.0821 -0.8009 1.7006
O -0.7063 -1.2951 2.7577
C 0.9473 1.1400 3.0316
C -1.2167 1.4240 1.8571
C -0.3151 -2.7891 0.4265
H -2.7099 -0.9133 1.2010
H -2.5313 -1.8530 -0.1949
H -2.2372 -0.1195 -0.2448
H 1.2500 -1.1805 -0.5246
H -0.1227 -1.3275 -1.6255
H -0.4562 1.2451 -1.1139
H 1.2211 0.8617 -1.4980
H 0.7535 2.2621 0.6902
H 1.9340 0.7910 0.7340
H 0.3676 1.4587 3.8582
H 1.6453 0.3621 3.2463
H 1.5943 2.0043 2.7793
H -1.5757 1.5531 0.8407
H -1.9155 0.7875 2.4438
H -1.1592 2.4059 2.3091
H 0.7234 -3.0026 0.5862
H -0.5751 -3.2281 -0.5282
H -0.8510 -3.4199 1.1763
H -0.5034 -2.2322 2.8460
C 2.9751 0.1161 -4.9571
C 2.8352 1.4245 -5.7513
C 1.2636 1.7847 -5.6715
C 0.8940 2.3418 -4.2761
C 1.7705 3.4473 -3.7623
C 3.3115 3.1834 -3.8600
N 3.5317 2.5710 -5.2275
O 4.9177 2.2058 -5.3619
C 4.0130 4.5469 -3.9170
C 3.8609 2.3454 -2.6868
C 3.2637 1.1328 -7.1706
H 2.5233 0.0136 -3.9894
H 4.0885 -0.0880 -4.8695
H 2.4219 -0.6788 -5.5150
H 0.9557 2.4925 -6.4720
H 0.8408 0.8303 -5.8145
H 0.8410 1.5104 -3.5911
H -0.1080 2.7534 -4.2131
H 1.5096 3.8316 -2.7437
H 1.6191 4.3492 -4.3759
H 3.7988 4.9311 -4.9315
H 3.6292 5.2621 -3.2111
H 5.0724 4.5430 -3.8011
H 3.5742 1.3369 -2.6934
H 4.9713 2.3521 -2.7414
H 3.5523 2.8946 -1.8152
H 4.2776 0.7543 -7.1682
H 3.1669 2.0949 -7.7231
H 2.4960 0.3733 -7.5479
H 5.1575 2.7522 -6.1383
C -5.9051 1.9675 -5.8665
C -4.7333 1.7699 -4.8554
C -4.9214 2.7636 -3.7532
C -3.9472 2.5169 -2.6901
C -4.3270 1.0711 -2.1109
C -4.1989 -0.0504 -3.1797
N -4.9657 0.4170 -4.3894
O -4.8911 -0.5234 -5.4274
C -2.7634 -0.4641 -3.4889
C -4.9619 -1.2500 -2.6646
C -3.4558 1.9938 -5.7194
H -5.8511 1.1181 -6.5583
H -5.8114 2.9244 -6.3781
H -6.8790 1.9564 -5.3954
H -4.8145 3.7872 -4.1329
H -5.9231 2.5242 -3.3751
H -3.9352 3.2387 -1.9187
H -2.9025 2.4382 -2.9952
H -5.4290 1.0912 -1.8534
H -3.6496 0.7131 -1.3527
H -2.3570 -0.9712 -2.6138
H -2.7342 -1.1892 -4.2958
H -2.0971 0.3759 -3.7233
H -4.6234 -2.1648 -3.1981
H -4.8092 -1.4135 -1.6120
H -6.0561 -1.1270 -2.8817
H -3.4793 3.0011 -6.1082
H -3.6147 1.4152 -6.6429
H -2.5120 1.8191 -5.1390
H -3.9552 -0.7418 -5.5781
C -0.7140 -6.1873 0.3867
C -0.1552 -7.6079 0.7369
C 0.3976 -8.2514 -0.5063
C 1.6767 -7.5554 -0.9662
C 2.7775 -7.5929 0.0790
C 2.2781 -7.0080 1.4552
N 0.9638 -7.6288 1.7372
O 0.4986 -7.0258 2.9252
C 3.2690 -7.4321 2.5462
C 2.2029 -5.4541 1.3888
C -1.3004 -8.5720 1.2007
H -1.3685 -5.7990 1.2020
H -1.3865 -6.3380 -0.4570
H 0.0201 -5.4590 0.0238
H 0.7626 -9.2636 -0.3543
H -0.3800 -8.2311 -1.3277
H 1.5547 -6.5301 -1.2104
H 1.9861 -8.0777 -1.8910
H 3.5858 -6.9099 -0.1224
H 3.1076 -8.5925 0.3513
H 4.3052 -7.1288 2.3468
H 2.9483 -7.0462 3.5196
H 3.1613 -8.5211 2.5983
H 3.0601 -5.0268 1.8996
H 2.1570 -4.8995 0.4393
H 1.2869 -5.1379 1.9017
H -1.0603 -9.6315 1.3043
H -1.9778 -8.5867 0.3566
H -1.8640 -8.1677 2.0517
H 0.2177 -7.7722 3.4311
*
```

No. 2
# C9H16FeNS5

A structure of composition C9H16FeNS5 (ωB97M-V with the def2-TZVPD basis set, the OMol25 dataset).

<S²>   0.81
Highest occupied orbital energy (alpha / beta)   -16.370 / -16.564 eV
Kohn-Sham gap (alpha / beta)   0.260 / 0.289 Ha
E   -3661.3257 Ha
Strongest force on any atom   0.774 eV/Å

The geometry in ORCA input format:
```
! RIJCOSX wB97M-V def2-TZVPD def2/J DEFGRID3
* xyz 2 2
Fe -0.2845 -0.9367 -0.1817
C 0.7202 -0.3004 2.8185
C 1.5802 0.4791 1.8307
S 1.8141 -0.5841 0.3723
C 2.3128 0.5045 -0.9939
C 1.9356 -0.2116 -2.2842
S 0.1441 -0.5474 -2.4370
C -0.5200 1.1255 -2.7598
C -1.7149 1.3883 -1.8629
S -1.2064 1.2433 -0.1157
C -2.5349 0.2319 0.5976
C -2.1497 -0.0064 2.0509
S -0.7106 -1.1374 2.0433
H 0.3626 0.3387 3.6251
H 1.2714 -1.1334 3.2568
H 2.5629 0.6835 2.2575
H 1.1186 1.4149 1.5197
H 3.3940 0.6372 -0.9351
H 1.8298 1.4769 -0.8944
H 2.4203 -1.1853 -2.3655
H 2.2246 0.3760 -3.1558
H -0.8145 1.1559 -3.8082
H 0.2710 1.8592 -2.6049
H -2.5202 0.6765 -2.0485
H -2.1042 2.3956 -2.0073
H -2.5610 -0.7291 0.0380
H -3.5322 0.6575 0.4823
H -2.9430 -0.5220 2.5897
H -1.9211 0.9232 2.5714
S -0.1005 -3.0988 -0.5353
C 0.5959 -3.5251 0.9432
N 1.0595 -3.6499 1.9931
*
```

No. 3
# C4H11NO

The ion C4H11NO with charge +1 at a distorted geometry (ωB97M-V with the def2-TZVPD basis set, the OMol25 dataset).

<S²>   0.75
Highest occupied orbital energy (alpha / beta)   -14.632 / -14.607 eV
Kohn-Sham gap (alpha / beta)   0.413 / 0.218 Ha
Energy above the lowest of the compared OMol25 structures with the same formula, charge and spin   231.2 kJ/mol
E   -288.6272 Ha
Strongest force on any atom   3.307 eV/Å

The geometry in ORCA input format:
```
! RIJCOSX wB97M-V def2-TZVPD def2/J DEFGRID3
* xyz 1 2
C 1.1883 -1.0324 0.9172
C 0.6342 -0.8260 -0.4863
C -0.9050 -0.3977 -0.4250
C -1.0890 0.8302 0.4790
O -2.3028 1.4108 0.1720
N 1.3809 0.3898 -1.0682
H 0.5395 -1.5200 1.6141
H 1.3848 -0.0630 1.4405
H 2.1324 -1.5995 0.9242
H 0.8793 -1.5773 -1.2367
H -1.2791 -0.4733 -1.4563
H -1.5409 -1.2078 0.0250
H -0.9680 0.4915 1.5195
H -0.2703 1.5810 0.4666
H -2.2960 2.3168 -0.1703
H 1.4696 0.4321 -2.0839
H 1.0422 1.2447 -0.6314
*
```

No. 4
# C8H18ClILuN2OP

A structure of composition C8H18ClILuN2OP at a distorted geometry (ωB97M-V with the def2-TZVPD basis set, the OMol25 dataset).

Highest occupied orbital energy   -15.443 eV
Kohn-Sham gap   0.252 Ha
Energy above the lowest of the compared OMol25 structures with the same formula, charge and spin   89.0 kJ/mol
E   -2834.5692 Ha
Strongest force on any atom   3.777 eV/Å

The geometry in ORCA input format:
```
! RIJCOSX wB97M-V def2-TZVPD def2/J DEFGRID3
* xyz 2 1
C -0.8588 1.5405 -1.1109
I -3.1252 -0.2296 -0.4784
H -0.5285 0.4194 -1.0584
H -0.6841 1.9163 -0.0225
H -0.2159 2.1736 -1.7883
Lu 1.2626 -0.9475 1.4645
P 1.3270 -1.2107 -1.6443
C 0.3106 -1.2575 -3.1693
C 2.7774 -0.4226 -2.5199
H 2.5759 -3.2246 -0.8872
H 2.3048 -3.2567 -2.7215
H 0.8968 -3.5933 -1.5944
C 1.8552 -3.0325 -1.7181
H 3.5659 -0.2024 -1.7718
H 3.1546 -1.1041 -3.3155
H 0.9329 -1.6775 -3.9909
H 0.0251 -0.2238 -3.4433
H 2.3936 0.5126 -2.9897
H -0.5750 -1.8952 -3.0007
C -2.2924 1.4335 -1.5777
O -2.9887 2.1039 -2.3083
Cl 3.6282 -0.8250 1.5821
C -3.1663 1.0100 4.2274
N -1.6932 1.3481 4.2711
C -1.3498 2.5295 5.1722
C -0.7459 0.6540 3.6770
N 0.1109 0.0761 3.0574
H -3.6174 1.5585 5.0800
H -3.3358 -0.0753 4.3947
H -3.6693 1.3801 3.3115
H -0.4860 2.3016 5.8376
H -1.2167 3.4671 4.6034
H -2.2420 2.6936 5.7999
*
```

No. 5
# C38H63N12O11

A cluster of 12 separate species, C38H63N12O11 in total at a distorted geometry (ωB97M-V with the def2-TZVPD basis set, the OMol25 dataset).

Highest occupied orbital energy   -9.262 eV
Kohn-Sham gap   0.144 Ha
Energy above the lowest of the compared OMol25 structures with the same formula, charge and spin   501.0 kJ/mol
E   -2968.8339 Ha
Strongest force on any atom   12.427 eV/Å

The geometry in ORCA input format:
```
! RIJCOSX wB97M-V def2-TZVPD def2/J DEFGRID3
* xyz 1 1
C 14.5000 42.9870 58.2450
C 15.4040 41.8050 58.8520
C 14.6120 41.0740 59.9590
C 15.1440 39.5740 60.0810
C 14.8520 38.7220 58.8170
C 15.6780 39.4240 57.6170
N 15.6220 40.9360 57.5280
O 15.9720 41.4560 56.4000
C 15.1250 38.8980 56.2840
C 17.1780 38.9580 57.6740
C 16.6740 42.2810 59.2890
H 13.8300 42.5950 57.6260
H 14.9910 43.7590 57.6100
H 13.8830 43.5520 59.0740
H 13.5890 41.0240 59.5640
H 14.6250 41.6750 61.0350
H 14.7220 39.4150 60.9950
H 16.1050 39.6860 60.4320
H 13.8050 38.7870 58.6810
H 15.0940 37.7180 59.0240
H 14.8480 37.8430 56.3410
H 15.7150 38.9950 55.3700
H 14.1250 39.4170 56.0100
H 17.7980 39.4300 57.0410
H 17.2580 37.8050 57.7050
H 17.5130 39.2860 58.6460
H 16.3890 43.1150 60.0080
H 17.1870 42.7200 58.4820
H 17.3310 41.4720 59.6820
N 12.6470 35.7380 58.4390
C 11.6330 36.4440 57.7770
C 11.6270 36.0170 56.1970
C 12.9770 35.2470 56.0950
C 13.5030 35.0960 57.5000
H 13.0000 36.0770 59.3540
H 10.7680 36.8530 58.2470
H 10.9450 36.1500 55.4210
H 13.5230 34.8030 55.1650
H 14.3050 34.4170 58.0050
N 13.4980 42.7370 51.6480
C 14.6080 41.9180 51.5530
C 15.3050 42.0010 52.9640
C 14.5470 42.9660 53.7850
C 13.3210 43.3640 52.9090
H 12.8180 42.9030 50.8420
H 14.9510 41.4580 50.7140
H 16.2450 41.4890 53.0960
H 14.6780 43.1420 54.7090
H 12.5900 43.9310 53.0820
N 10.6180 42.0010 62.3540
C 9.3530 42.3250 61.7500
C 9.6500 43.0130 60.4600
C 11.0760 42.7360 60.2160
C 11.7300 42.2160 61.5250
H 10.6520 41.7610 63.3200
H 8.4120 42.1930 61.9540
H 8.9340 43.0890 59.6630
H 11.8090 43.0800 59.3670
H 12.6880 42.0230 61.9710
N 11.1300 45.0890 55.3920
C 10.6260 46.0280 54.4910
C 11.7680 47.0710 54.2280
C 12.8510 46.7400 55.2760
C 12.3120 45.6140 56.0720
H 10.5150 44.2240 55.6960
H 9.6580 45.7770 54.0050
H 11.7470 47.8080 53.6240
H 13.8130 47.1950 55.5750
H 12.7220 45.1560 56.9040
N 18.6260 43.7170 54.4280
C 17.5120 44.3810 54.8570
C 17.8040 44.6680 56.2970
C 19.1950 44.0780 56.5850
C 19.6180 43.4110 55.2350
H 18.7630 43.2130 53.5400
H 16.6410 44.5710 54.3400
H 17.2280 45.0190 56.9640
H 19.5090 44.1580 57.5890
H 20.3890 42.8920 54.8690
N 15.4610 34.7330 61.3030
C 16.3010 34.4900 60.2050
C 17.3010 35.7630 60.0580
C 17.0070 36.5450 61.3530
C 15.8630 35.8030 61.9940
H 14.7230 34.1090 61.5680
H 16.2000 33.3710 59.5520
H 18.0790 35.9160 59.1810
H 17.4930 37.3530 61.7270
H 15.2440 36.0790 62.8940
C 11.7780 38.4540 62.3930
N 12.3300 37.9540 60.9990
O 11.7060 38.4890 60.0510
O 13.1110 37.1620 60.9340
H 12.6530 38.4360 63.1380
H 10.8200 38.1560 62.7180
H 11.6980 39.4220 62.3240
C 10.6890 40.0130 57.7850
N 10.1070 41.2950 57.4010
O 8.8740 41.4020 57.4290
O 10.8450 42.0780 56.8410
H 10.0330 39.9170 58.6120
H 11.6990 40.2030 57.8830
H 10.3990 39.3260 57.0210
C 14.2190 47.0680 61.6310
N 14.1670 45.7010 60.8940
O 13.3520 45.6720 59.9340
O 14.9870 44.7960 61.1710
H 13.6950 47.8360 61.2180
H 15.2900 47.2870 62.0860
H 13.4240 46.8540 62.5300
C 14.3940 48.6180 57.9840
N 15.4990 47.6720 57.7910
O 15.3410 46.5180 57.8310
O 16.5290 48.2170 57.5430
H 13.4560 47.8310 57.9990
H 14.4750 49.2220 57.1030
H 14.5140 49.2350 59.1030
C 18.4700 35.3120 54.6860
N 19.0310 36.3570 55.4530
O 18.7480 37.5080 54.9580
O 19.7650 36.2220 56.3350
H 18.1970 34.5080 55.3560
H 19.2240 34.9120 53.6860
H 17.4810 35.3370 54.1760
*
```

What is the E in the second record? -3661.3257 Ha

The lowest strongest force on any atom belongs to which entry? C9H16FeNS5

Which formula does entry 3 have? C4H11NO